Entry from the Open Molecules 2025 dataset: a 13-piece molecular cluster, C93H202N10O13 overall (the ωB97M-V functional and the def2-TZVPD basis).

Each line ends with the Mulliken charge.
Cartesian coordinates (Å):
H  7.5328  -25.7301  16.1270  0.297
O  11.3697  -23.4262  16.8022  -0.562
H  2.9256  -34.4254  12.9066  0.490
C  1.2986  -24.3203  24.0831  2.098
C  0.4899  -26.5878  23.1159  -1.243
H  13.7177  -24.7050  16.5951  0.394
H  0.8244  -25.7326  21.1164  -0.215
H  4.1719  -33.4203  23.2210  0.412
C  4.6102  -23.7694  18.5167  -1.451
H  0.5376  -23.4138  20.4276  -0.065
H  4.9688  -25.8544  24.7818  -0.064
H  8.6301  -17.8578  20.7853  0.421
H  -3.3642  -28.2696  16.6183  0.519
H  6.8524  -23.0196  21.2690  0.385
H  2.0788  -24.1444  17.5888  -0.571
N  0.8822  -21.2548  16.8274  1.018
C  5.0229  -30.9514  21.8482  -0.797
H  6.5463  -29.3369  12.4598  0.180
H  9.0831  -27.6156  27.6848  0.405
H  6.1303  -32.2577  23.9134  0.364
H  6.3709  -26.0272  19.1156  0.333
N  5.3379  -32.0494  13.2398  -0.466
C  -0.0090  -25.8438  21.8100  -0.435
N  6.5182  -19.8844  22.5820  0.207
H  6.6367  -27.3682  21.7515  0.114
H  2.2930  -24.2827  19.3732  0.312
H  0.6942  -21.0676  19.5445  -0.025
H  3.3075  -20.0256  18.9718  0.513
H  4.7059  -23.2418  17.5677  0.087
H  7.6870  -26.0123  22.0484  0.281
H  -0.8638  -26.4142  21.4466  0.560
C  4.7496  -33.4198  13.3052  1.741
H  3.5638  -33.3326  21.5692  0.273
C  7.6222  -21.2316  20.1248  -0.849
C  1.4678  -20.1894  17.6843  2.067
H  9.4886  -26.1377  26.7508  0.253
C  6.7546  -21.9363  21.1979  -1.680
C  -1.0959  -30.2607  18.2433  -1.124
H  5.0713  -26.4735  14.4512  0.299
H  -0.2553  -26.7888  23.8855  0.378
H  5.0579  -33.7963  10.4501  0.361
H  0.9450  -19.3199  19.6258  0.547
H  5.0003  -22.6553  12.6662  0.264
H  4.6129  -26.8263  23.2570  0.170
C  5.6081  -26.8056  19.0987  0.176
H  -1.1640  -31.3316  18.4348  0.569
H  -2.6407  -28.0471  18.1771  0.383
C  6.5435  -25.3017  16.2885  -1.025
H  -2.2755  -20.3556  15.5301  0.392
H  -1.9296  -23.1172  16.2342  0.646
H  2.3304  -29.5559  17.9051  0.313
C  6.5223  -26.4147  27.3142  -1.917
H  5.8818  -27.9123  14.9477  0.663
C  1.6668  -22.7306  11.2468  -0.986
O  0.0791  -22.3645  23.2535  -0.532
H  6.2378  -24.7184  15.4200  -0.399
N  0.4834  -23.6842  23.0349  1.067
H  2.1469  -22.1684  15.8060  0.204
H  -0.2807  -23.2040  15.5664  -0.221
H  7.5321  -19.1496  19.4093  0.605
C  8.5063  -18.5611  21.6088  -1.612
H  0.8287  -27.5133  22.6503  0.536
H  2.4035  -27.3635  12.8593  0.044
H  4.1474  -30.0165  11.9204  0.281
H  4.3219  -22.0990  14.2111  -0.087
H  5.7474  -21.7437  24.3684  0.647
H  7.8007  -30.3506  11.7090  0.460
C  6.6273  -32.3414  22.9470  -1.925
C  4.2793  -33.2969  18.8320  -1.205
H  5.7140  -21.9259  20.8736  0.378
H  5.7571  -30.1462  21.8774  -0.080
H  6.6237  -26.8963  28.2868  0.472
H  5.9861  -23.2366  23.2956  0.087
H  2.8956  -27.3113  11.2133  1.176
C  2.8749  -20.6086  18.1588  -1.623
C  -0.8762  -22.9212  16.4344  -1.287
H  5.6394  -33.5916  15.2571  0.437
C  11.9156  -25.7474  16.2437  2.231
C  7.5073  -27.0841  26.2551  1.433
H  4.8752  -21.9829  22.8180  0.426
H  4.3797  -30.9711  22.7280  0.892
H  0.0467  -31.8648  16.3338  0.355
O  6.4352  -19.2466  23.8685  -0.455
C  4.4689  -33.4037  22.1724  -2.019
C  5.8469  -31.4121  12.0096  1.954
H  -1.2136  -20.0044  19.9730  0.503
C  5.9556  -33.7931  11.0683  -0.844
C  6.0672  -17.8332  21.4622  -1.852
H  5.0783  -28.4227  25.8166  0.234
H  8.5924  -22.7739  23.1283  0.152
H  8.0805  -27.7357  22.3630  0.649
C  11.3286  -26.7986  15.3749  -1.687
H  6.1589  -31.9481  17.1521  0.274
H  8.7750  -28.8706  19.2217  -0.147
H  3.7626  -29.6612  20.6024  0.223
H  -1.2204  -29.7816  19.2144  0.284
H  5.1395  -35.3970  12.3345  0.396
H  6.1777  -17.1911  22.3360  0.360
H  3.5570  -27.0803  19.2895  0.241
O  7.8877  -25.2666  24.8241  -0.419
H  -1.5228  -22.0692  18.6296  0.172
H  -0.9732  -22.6458  20.9069  0.539
H  10.4203  -27.2723  15.7474  0.381
C  11.1778  -26.4606  13.8578  -1.070
C  -2.4452  -28.4395  17.1792  -1.374
H  -0.0274  -24.6042  8.8680  0.370
N  -0.0902  -28.4619  16.9120  0.050
H  -2.4009  -20.8690  17.8679  0.453
H  3.3054  -32.9644  19.1914  0.243
H  -0.2956  -25.8621  16.7637  -0.061
C  13.3925  -25.6381  16.1351  -1.889
C  -1.1925  -20.4089  15.6422  -1.686
O  2.3979  -25.8064  9.4354  -0.582
H  4.6382  -34.9990  14.7726  0.362
H  -2.4306  -25.1066  21.8975  0.410
O  6.9493  -33.7238  20.4869  -0.535
H  3.7329  -26.2397  12.4020  0.183
H  -2.0744  -28.9263  14.5647  0.423
H  7.7725  -33.4779  20.9154  0.346
C  5.5529  -32.3837  21.8346  1.707
H  5.2869  -28.6356  23.5985  -0.074
C  6.9991  -19.8269  20.0766  -0.836
C  4.6990  -30.6463  11.2224  -1.807
C  -1.6680  -27.9598  14.8628  -1.865
H  5.7645  -30.2013  19.3335  -0.346
H  6.3046  -17.2330  20.5838  0.423
C  2.5985  -23.6212  24.3712  -1.929
H  2.4379  -32.9444  13.3189  0.278
H  3.5212  -23.0729  9.2356  0.340
C  3.8632  -25.2245  18.2214  1.720
H  6.9011  -25.4250  27.5692  0.453
H  4.0870  -31.4601  10.8335  0.484
H  2.9973  -24.3711  12.9221  0.341
H  -0.9872  -24.0293  19.8794  0.426
N  11.1407  -24.4828  15.9927  1.100
H  4.2526  -27.4289  8.4070  0.273
H  8.7012  -21.1796  20.2697  0.402
C  -0.4313  -24.3882  22.0715  1.655
H  -2.5313  -27.3369  14.6284  0.595
C  5.9616  -28.9820  25.5084  -1.023
H  7.9670  -29.2397  26.1689  0.291
H  2.3782  -23.7277  7.9594  0.405
H  1.2045  -22.5828  13.2740  0.124
C  5.9079  -26.5931  9.2151  -0.497
H  10.8142  -27.2767  13.2334  0.455
H  6.6042  -26.8230  10.0216  0.177
H  3.3879  -24.3181  24.6526  0.233
H  6.4923  -34.5054  13.0855  0.460
C  4.7384  -33.9143  14.7355  -2.273
O  4.8897  -27.6650  9.0852  -0.449
H  1.2997  -29.3162  19.1865  0.264
H  2.7055  -21.5828  18.6174  -0.224
H  12.2996  -22.4155  14.3883  0.401
H  5.8586  -30.0523  25.6874  0.381
H  5.4866  -26.2108  27.0424  0.273
H  3.1364  -31.2215  20.6339  0.544
C  1.4097  -18.7637  17.0324  -2.003
C  4.0932  -30.6995  20.6289  -1.322
H  1.1896  -21.7605  11.1077  0.429
H  4.3013  -30.5852  18.4296  0.409
C  -1.2796  -26.3236  16.8458  -1.731
H  -0.3222  -30.2714  15.3285  0.238
H  -0.3934  -25.4509  11.4499  0.288
H  7.4655  -21.6686  19.1386  0.391
H  6.5512  -24.5529  17.0805  -0.013
H  4.1277  -23.1599  19.2807  0.423
C  2.4292  -24.7716  18.4086  -0.996
C  6.5903  -27.0002  23.8663  1.859
C  1.6317  -25.8310  23.8566  -0.537
H  4.2052  -27.7122  15.3880  0.118
C  2.4929  -23.1654  8.8862  -1.947
H  -0.6808  -23.7125  10.1403  0.333
C  0.6120  -20.1360  18.9846  -1.150
C  0.0915  -29.9002  17.3705  2.157
C  6.2960  -28.5634  24.0042  -0.889
H  11.8730  -27.1876  17.8025  0.445
C  5.6169  -34.4230  12.4414  -1.100
H  2.4861  -25.8426  23.1798  -0.550
H  10.5182  -29.1155  19.6173  0.385
C  7.1355  -28.5522  26.3235  -1.373
C  11.5286  -26.1766  17.5844  -2.243
C  6.8804  -21.3602  22.6188  2.726
H  7.3271  -31.5251  22.7678  0.322
H  6.8539  -28.8046  27.3458  0.572
C  1.5892  -23.6436  10.0213  1.242
H  5.2764  -20.3921  13.2467  0.326
C  4.9093  -30.8755  19.2864  -0.348
C  6.9656  -19.0158  21.4345  1.469
H  9.9137  -21.9803  14.7127  0.406
H  5.9798  -20.0038  19.7335  -0.203
H  10.1961  -24.8890  12.7334  0.612
O  1.6442  -21.3799  15.5890  -0.563
H  2.7279  -22.4928  11.3224  0.130
H  7.2259  -33.2262  23.1636  0.468
C  1.1548  -23.2974  12.4524  -0.442
H  1.7538  -25.6202  18.3001  0.149
C  -1.8728  -24.4667  22.5812  -1.966
C  9.5376  -29.5840  19.5342  -0.065
H  1.5654  -24.9610  13.7431  -1.060
H  10.5202  -23.4398  17.2493  0.336
H  -1.8652  -24.9636  23.5513  0.414
C  5.3027  -26.1764  23.7954  -0.403
H  11.7517  -23.3234  12.8461  0.383
C  7.3338  -26.9499  22.4776  -1.532
H  9.2062  -30.2915  20.2942  0.157
H  0.1682  -26.6969  12.6399  -0.287
H  -1.5259  -26.1863  17.8987  0.277
H  5.8217  -27.5018  19.9098  -0.444
O  4.7937  -31.1203  14.1569  0.458
C  9.5180  -22.9897  14.6002  -1.426
C  6.6119  -32.2501  18.0964  -1.693
N  2.1503  -24.9287  10.4786  0.992
H  7.3461  -18.9569  23.9572  0.384
H  -2.2939  -23.4635  22.5153  0.383
H  8.2462  -21.4632  24.2714  0.537
C  5.8270  -27.4233  17.6977  -1.010
C  -0.4853  -23.6079  20.7504  -2.028
H  9.3561  -27.7200  25.9286  0.461
C  6.9784  -30.3369  12.4244  -1.989
C  5.2448  -22.2857  13.6620  0.070
C  0.2220  -30.8144  16.1012  -1.567
H  1.8888  -26.3786  24.7634  0.677
C  5.8007  -22.1647  23.3644  -2.042
H  3.4244  -33.0561  11.8143  0.392
N  4.1262  -25.7329  16.8398  0.522
H  0.5749  -18.0883  17.2197  0.369
H  -2.0100  -25.8118  16.2191  0.492
H  5.5068  -25.5826  9.2935  0.185
H  3.1967  -26.1571  9.8361  0.178
H  -0.4851  -24.7890  25.2328  0.436
H  7.7133  -32.3589  11.3324  0.505
H  3.5871  -20.7968  17.3554  0.501
H  0.7492  -21.9274  22.7230  0.326
H  2.8342  -25.5424  15.4543  -0.247
H  12.0628  -25.4831  18.2338  0.463
C  1.9305  -24.5575  12.7986  0.590
H  -0.1024  -22.7298  8.9247  0.441
H  9.3502  -25.6606  14.2182  -0.082
H  3.9143  -31.0188  13.7855  0.190
H  6.8744  -27.7188  17.6366  0.707
C  0.5069  -24.3587  25.3698  -2.054
H  -2.2930  -30.4437  16.5777  0.338
H  -0.8090  -19.4158  15.8761  0.400
H  9.2714  -19.3124  21.4134  0.340
H  13.8418  -26.4885  16.6481  0.468
H  7.5251  -31.6634  18.1961  0.191
C  -0.5646  -21.4031  16.7079  1.733
H  5.6412  -23.9142  18.8393  -0.133
H  0.1137  -23.4963  12.1985  0.154
H  0.2912  -23.3009  25.5204  0.477
C  1.7489  -25.5423  11.7523  2.251
H  4.1987  -33.4648  17.7580  -0.100
H  4.2023  -25.7778  20.3711  0.452
H  12.8130  -23.9897  14.0365  0.396
H  1.2978  -30.7539  15.9362  0.277
C  5.4540  -26.3822  16.5615  2.883
C  1.3918  -29.9442  18.3004  -2.126
H  9.0056  -23.0270  13.6389  0.387
H  5.4923  -25.2795  23.2058  -0.344
H  10.4693  -26.2891  17.8154  0.294
H  4.7422  -34.4079  21.8482  0.440
O  3.5082  -24.9591  15.8108  1.571
C  4.2094  -26.2109  19.3709  -1.550
H  4.9172  -30.0546  10.3334  0.393
C  3.3021  -33.4046  12.8398  -1.716
H  6.9972  -33.2280  17.8076  0.547
C  8.9688  -27.0956  26.7337  -1.753
H  8.8280  -23.2636  15.3983  0.076
C  11.9501  -23.3345  13.9178  -1.757
H  -0.8754  -20.6319  14.6235  0.224
H  11.8448  -27.7549  15.4583  0.590
H  7.3875  -30.5290  13.4163  0.342
H  2.5295  -23.0277  25.2828  0.379
C  0.1318  -23.6748  9.4147  -1.738
H  5.0160  -18.0864  21.3242  0.370
H  6.5938  -26.6304  8.3687  0.344
H  -3.2918  -30.3605  17.9635  0.440
H  1.4670  -27.3973  16.8366  -0.104
C  6.6369  -32.4064  11.1676  -1.046
H  6.5534  -34.5683  10.5889  0.464
H  1.7336  -18.6199  16.0016  0.200
H  8.7771  -25.4303  24.5022  0.356
C  2.7851  -26.6836  12.0976  -2.817
N  6.2647  -32.4878  20.5548  0.912
H  5.2033  -28.3133  17.6136  -0.294
H  9.1204  -21.0262  22.9416  0.332
H  7.0724  -29.2470  23.6607  0.320
H  9.7382  -29.9334  17.6353  0.267
C  10.2532  -25.2612  13.7563  -0.709
O  5.9465  -21.0668  13.3785  -0.603
C  -2.3883  -29.9283  17.5335  -1.190
C  5.4900  -32.3071  19.2227  1.400
H  13.8584  -25.8368  15.1699  0.345
H  -0.5314  -23.5690  17.2403  -0.032
C  10.7683  -24.0717  14.6227  0.902
H  4.5632  -34.2305  19.3177  0.423
H  12.1171  -26.1578  13.3951  0.388
H  2.2045  -22.1744  8.5360  0.437
H  3.8685  -33.5796  15.3006  0.310
C  8.3260  -21.7206  23.2152  -1.772
H  -1.0856  -19.0034  18.5760  0.494
H  0.9151  -24.8375  26.2599  0.334
H  2.9342  -22.9576  23.5742  0.280
C  -1.3104  -27.8227  16.4131  1.761
H  -0.7974  -27.5890  14.3219  0.056
O  1.0051  -27.9641  16.2145  0.774
C  -1.3671  -21.1795  18.0194  -1.216
H  1.3985  -30.9628  18.6886  0.358
O  9.6333  -30.4356  18.4467  -0.542
H  2.1460  -18.2029  17.6083  0.584
H  8.8415  -18.1551  22.5633  0.349
C  0.3198  -26.2484  11.6581  -0.976
H  6.3984  -32.0392  10.1694  0.260
H  5.7817  -23.1691  14.0076  0.000
N  7.4565  -26.5388  24.9168  0.809
C  5.1487  -27.1773  15.2800  -2.772
C  -0.8560  -20.0036  18.9433  -0.925
H  0.2315  -27.1300  11.0233  0.290

The energy above the lowest of the compared OMol25 structures with the same formula, charge and spin is 9.5435 eV. The calculation puts the total energy at -5189.46269 Ha. The calculation puts the HOMO energy at -0.290 Ha. The strongest force on any atom comes out at 4.59 eV Å⁻¹. As for the frontier orbital gap: 8.200 eV.